26
Properties=species:S:1:pos:R:3:forces:R:3 method="wB97M-V/def2-TZVPD" charge=0 relative_energy_kcal_mol=48.0 e_tot_ha=-1011.2813 max_force_ev_per_a=4.83 gap_ev=8.38 e_homo_ev=-7.92
C 1.09255 -0.06890 1.83645 0.69 -1.93 -1.12
C 1.10277 -0.04390 -2.12192 -0.23 -0.05 1.18
C 1.60138 0.17240 0.42407 1.05 1.45 -0.39
C 0.51783 -0.14489 -0.65340 1.30 1.12 -0.09
C -2.93060 -0.62458 -0.54899 1.63 1.64 3.16
C -1.44974 0.53036 0.41192 -3.62 -1.69 -2.72
O 1.89747 -1.17871 -2.37911 -0.69 -0.18 -0.80
O 2.84800 -0.56708 0.22835 -1.24 -0.39 0.07
O -3.71638 0.27818 -1.21119 -0.01 -0.16 2.20
O -3.62275 -1.19754 0.55555 -0.47 0.84 -1.06
O -0.50771 0.86695 -0.54867 0.50 -0.58 0.81
S -2.50327 1.82644 0.96318 0.35 -0.14 2.18
H 0.73573 -1.14324 1.78817 0.20 0.91 0.59
H 1.99327 -0.03436 2.45187 -0.53 0.30 0.51
H 0.25132 0.55800 2.07614 0.41 0.40 0.64
H 1.67233 0.90246 -2.34214 -0.59 -0.68 0.69
H 0.24127 -0.04766 -2.77888 -0.06 -0.17 -0.30
H 1.97785 1.24649 0.34239 -0.86 -1.21 -0.20
H 0.11699 -1.15834 -0.37237 0.15 0.66 -0.89
H -2.37666 -1.35264 -1.10457 -0.04 -0.04 -0.90
H -1.16598 -0.01711 1.28864 0.20 -0.43 -0.05
H 2.72309 -1.06407 -1.92647 0.63 0.14 0.49
H 2.63775 -1.49450 0.44412 0.28 0.34 -0.12
H -4.03279 0.87567 -0.42580 0.54 -1.04 -1.78
H -3.18943 -1.96118 0.93251 0.44 -0.18 -0.18
H -2.56528 2.44952 -0.14505 -0.03 1.07 -1.91